1.
Here is 2 unconnected molecules or ions with the total composition C4H9NO2 from the Open Molecules 2025 dataset. Energies are from the ωB97M-V functional and the def2-TZVPD basis.

CARTESIAN COORDINATES (ANGSTROEM)
H (0.7105, -1.7163, 0.8384)
H (1.6695, 0.5244, 1.9300)
H (-0.1067, -0.8836, -1.2167)
H (-2.2986, -1.4720, -0.1161)
H (-0.4524, -0.7576, 1.7910)
C (0.2391, -0.7322, 0.9354)
H (1.8762, 0.3608, -2.0543)
H (2.4919, -0.0545, -2.0184)
O (1.2882, 2.5470, 0.3773)
H (-2.3736, 0.1739, 0.5614)
O (-0.1343, 1.0596, -0.5612)
C (-2.0028, -0.4288, -0.2749)
H (-2.4677, -0.0673, -1.1958)
C (-0.4941, -0.3169, -0.3604)
N (1.2132, 0.3307, 1.0536)
C (0.8416, 1.4328, 0.3107)

Forces on the atoms, in the same order (eV/Å):
H -0.080 0.183 0.005
H 0.031 -0.006 -0.068
H -0.062 0.108 0.150
H 0.054 0.150 -0.035
H 0.090 0.006 -0.164
C -0.124 -0.096 -0.031
H 0.067 -0.009 -0.038
H -0.038 0.014 -0.002
O -0.168 -0.429 -0.071
H 0.049 -0.099 -0.121
O 0.067 0.087 0.123
C 0.006 0.005 -0.009
H 0.056 -0.071 0.111
C -0.060 -0.216 0.064
N -0.076 0.192 -0.020
C 0.188 0.183 0.106

SMILES string: C[C@@H]1CNC(=O)O1.[H][H]
E_LUMO (eV): 0.82
Orbital gap (eV): 10.90
Calculated total energy (eV): -9878.881
HOMO level (Ha): -0.370

2.
Here is a molecular structure, C27H21F3N6RuS from the Open Molecules 2025 dataset. Energies are from the ωB97M-V functional and the def2-TZVPD basis.

CARTESIAN COORDINATES (ANGSTROEM)
C (-1.3463, 3.5799, -0.1378)
C (4.8203, -1.7107, 1.3224)
N (2.5212, 0.9909, 0.4989)
C (3.4247, 4.3691, -2.0000)
C (-0.1888, -3.4368, 0.1731)
C (5.2816, 0.6495, 0.6405)
N (-1.0822, 2.3495, -0.6087)
H (5.5605, 2.6412, 0.0229)
H (3.1750, 2.9466, 1.0228)
C (2.9996, -0.2958, 0.6947)
F (-2.7381, 1.5233, -4.3610)
H (5.8778, -1.8611, 1.5001)
C (-2.3134, 4.3627, -0.7250)
H (1.9345, -3.4746, 1.3818)
F (-4.4268, 2.8113, -3.9243)
C (-2.6088, -2.3709, 1.0892)
C (3.9238, -2.7848, 1.5058)
H (-3.8210, 4.4311, -2.2663)
S (-1.1104, 0.2537, -1.9297)
C (-1.3245, -4.2646, 0.3329)
F (-4.2499, 0.8849, -2.9520)
C (-3.5658, 1.9482, -3.3948)
H (4.0850, 4.3692, -1.1370)
N (1.7833, 1.3056, -0.7199)
N (0.8044, -1.1537, 0.4184)
N (-1.5804, -0.1838, 1.0201)
C (2.6005, -2.6447, 1.2162)
C (-2.7781, 2.5726, -2.2699)
H (0.7414, 3.9915, -2.8374)
H (4.2975, -3.7317, 1.8695)
C (-3.0420, 3.8426, -1.7995)
C (-2.4958, -3.7588, 0.8119)
H (-4.6738, -2.3716, 1.7275)
N (2.4764, 3.2564, -1.9058)
H (-3.3566, -4.3983, 0.9572)
C (-3.7986, -1.7600, 1.5459)
H (6.3429, 0.4449, 0.7062)
H (-1.2467, -5.3120, 0.0773)
C (-1.4989, -1.5473, 0.8825)
C (-3.8410, -0.4079, 1.7467)
C (2.0874, -1.3958, 0.7408)
H (-4.7341, 0.0860, 2.1005)
C (4.8628, 1.8506, 0.2654)
Ru (0.0032, 0.6450, -0.0490)
H (4.0142, 4.2698, -2.9104)
C (-0.2444, -2.1045, 0.4882)
C (3.4037, 2.1681, 0.2879)
H (0.7149, -3.8625, -0.2389)
C (4.3671, -0.4704, 0.9269)
H (-2.7283, 1.4361, 1.5183)
H (0.9101, 2.2145, -2.8349)
H (-2.5096, 5.3562, -0.3492)
C (1.4388, 3.1590, -2.9367)
H (-0.7676, 3.9136, 0.7132)
H (1.9136, 3.2022, -3.9155)
H (2.8752, 5.3087, -2.0272)
C (-1.7637, 1.8528, -1.6447)
C (2.5481, 2.3763, -0.9533)
C (-2.7098, 0.3569, 1.4355)

Forces on the atoms, in the same order (eV/Å):
C 0.000 -0.153 -0.128
C -0.144 0.015 -0.013
N 0.336 -0.373 0.410
C -0.068 -0.142 -0.027
C -0.042 -0.420 -0.062
C 0.032 -0.138 0.025
N 0.044 0.337 0.518
H -0.015 0.003 0.009
H 0.032 -0.025 0.047
C -0.394 0.480 -0.197
F -0.029 0.002 -0.019
H -0.001 0.003 -0.016
C -0.093 0.009 -0.073
H -0.026 0.008 0.011
F -0.026 0.014 -0.026
C -0.069 -0.127 0.085
C 0.092 0.044 -0.019
H -0.001 0.003 0.013
S -0.793 -0.487 -0.992
C 0.337 0.064 -0.082
F -0.036 -0.012 -0.001
C 0.131 -0.036 0.007
H 0.012 0.009 -0.009
N 0.224 0.109 -0.161
N -1.295 1.008 -0.612
N 0.046 -0.469 -0.474
C -0.080 0.140 -0.039
C 0.075 0.008 0.029
H -0.008 -0.001 -0.004
H -0.008 0.010 0.008
C 0.028 0.154 0.086
C -0.113 0.179 0.058
H 0.018 -0.005 0.014
N -0.030 0.271 -0.092
H -0.003 0.005 0.004
C -0.078 -0.045 0.005
H -0.009 -0.012 -0.019
H 0.008 0.010 -0.019
C -0.053 0.336 0.069
C 0.000 0.004 -0.018
C 0.511 -0.236 0.194
H -0.002 -0.015 -0.001
C -0.083 0.072 -0.010
Ru 0.979 -0.128 1.418
H 0.020 0.025 0.003
C 0.111 0.431 0.174
C 0.075 0.016 -0.183
H -0.008 -0.018 -0.010
C 0.332 -0.018 0.056
H -0.019 0.014 -0.030
H -0.014 -0.026 -0.033
H -0.015 -0.010 -0.010
C 0.112 0.011 0.097
H 0.006 0.015 0.002
H -0.023 0.002 -0.020
H 0.005 0.013 -0.002
C -0.008 -0.356 -0.167
C -0.099 -0.497 0.175
C 0.120 -0.075 0.047

Charge: +2
E_LUMO (spin up / spin down) (eV): -8.37 / -8.65
Orbital gap (spin up / spin down) (eV): 5.22 / 4.65
Calculated total energy (eV): -58835.220
HOMO level (spin up / spin down) (Ha): -0.499 / -0.489

3.
Here is a molecular structure, AlBH8O2 from the Open Molecules 2025 dataset. Energies are from the ωB97M-V functional and the def2-TZVPD basis.

CARTESIAN COORDINATES (ANGSTROEM)
H (-3.2073, 14.2360, -7.7706)
O (-2.3625, 16.6343, -6.0784)
H (-4.6186, 14.4887, -8.8134)
O (-7.8792, 14.6064, -5.5646)
Al (-5.0862, 15.5704, -5.9554)
B (-3.5950, 14.7719, -8.6231)
H (-3.6903, 15.8064, -8.3315)
H (-1.7325, 16.5830, -5.3596)
H (-8.5726, 14.1253, -6.0161)
H (-8.3389, 15.1307, -4.9087)
H (-2.9580, 14.5927, -9.4753)
H (-1.9038, 17.1177, -6.7655)

Forces on the atoms, in the same order (eV/Å):
H 4.995 -1.120 4.062
O -1.095 -0.666 -0.164
H -5.205 0.454 -3.799
O 1.414 0.414 0.187
Al 0.163 -0.549 -0.429
B -0.905 1.675 1.342
H -1.487 3.606 2.742
H 0.197 -0.039 0.669
H -0.244 -0.342 -0.580
H -0.279 0.302 0.397
H 2.390 -4.146 -4.006
H 0.056 0.412 -0.420

Charge: +2
E_LUMO (eV): -16.11
Orbital gap (eV): 4.00
Calculated total energy (eV): -11469.125
HOMO level (Ha): -0.739

4.
Here is 11 unconnected molecules or ions with the total composition C42H48BrF10N4O33 from the Open Molecules 2025 dataset. Energies are from the ωB97M-V functional and the def2-TZVPD basis.

CARTESIAN COORDINATES (ANGSTROEM)
H (8.4155, -2.8752, 3.6160)
H (-3.2601, -0.1836, 3.8400)
C (-4.1496, 0.0985, 1.8418)
O (1.1888, -0.7739, -0.6279)
H (3.3383, 4.0386, 1.6640)
H (2.7212, 1.3920, 1.3797)
O (5.5201, -6.0734, 1.7338)
H (-0.4923, -0.0887, 0.3418)
O (0.6900, -1.8651, 4.4149)
C (-3.3896, -0.6931, 2.8834)
H (-0.8593, -1.6563, -2.2821)
H (-2.4418, -0.9940, 2.4218)
H (-3.6664, 3.0752, -1.9284)
H (1.8055, 0.7746, -9.7586)
H (-4.7816, 6.5529, -1.4271)
O (-1.4967, -1.5676, 4.8245)
H (2.3229, -2.8923, 3.6057)
N (-1.6966, 1.8094, 2.1545)
F (7.8949, -2.1874, 0.8151)
H (3.7612, -4.2120, -4.8816)
H (-1.7969, -0.2612, -1.7152)
H (3.9592, -7.1045, 0.8497)
C (1.2708, 3.4938, 2.1656)
H (2.0488, -0.1256, 3.9260)
O (5.8474, -2.4448, 1.7300)
F (3.8843, -2.3509, -6.5549)
H (4.3291, -7.6007, 2.5110)
O (-8.0365, 7.9863, 4.4072)
O (-3.3740, -6.1428, -2.3829)
H (0.3874, -4.1805, 2.8525)
O (-2.6160, -4.0842, -1.9114)
Br (-0.2405, 4.2885, 5.1284)
O (6.4068, -3.4597, 3.6443)
H (3.2647, -1.1803, -5.0513)
H (-5.0533, 5.6896, 2.5043)
H (7.2759, -1.1058, 2.3767)
O (5.2845, 2.4702, -9.8188)
C (1.3236, 0.0152, -1.7367)
C (-3.8849, 2.3716, -3.9729)
H (2.8370, -0.5108, 2.3354)
H (3.6995, -0.7464, 3.8486)
F (-3.0037, 3.0041, -4.7803)
O (-2.6659, 7.6643, 0.0688)
O (-2.8327, -5.5958, -0.2590)
H (0.6917, 1.3582, 2.1528)
O (0.0828, -3.0991, -4.3950)
C (-3.5612, 2.6965, 3.2546)
O (-3.9358, 1.0161, -2.1340)
H (-5.9497, 0.2521, 0.7272)
C (5.3935, -3.0679, 2.8473)
N (-5.5949, 1.7209, 4.0274)
C (2.9782, -0.0904, 3.3395)
C (4.7622, -7.2762, 1.5680)
C (-5.2494, 6.5844, 3.0880)
O (-0.6612, -3.6449, 4.5466)
O (-2.8327, 6.2010, 1.7827)
H (-5.4075, 5.3292, 4.8736)
C (-0.8046, -0.7096, -1.7406)
O (2.2110, -3.4340, -3.7510)
H (4.3455, 2.0593, 1.6643)
C (-2.7339, -4.1722, -3.3369)
C (5.8042, -8.2304, 1.0427)
H (-5.8970, -1.1788, 1.8699)
C (3.4715, -3.2709, -4.4118)
H (4.1204, -0.9246, -8.6584)
C (4.4727, 1.6296, -9.6427)
C (7.6295, -3.2000, 2.9377)
C (-1.3979, 3.3241, 4.0048)
H (-4.7401, -5.0561, -3.4783)
H (-2.2681, 2.1715, -2.5375)
H (3.0651, 3.6523, 3.3653)
O (4.5158, 0.3800, -10.1962)
H (1.0277, 3.5867, 1.0967)
C (-2.9430, 6.4688, 0.6303)
C (2.5778, 0.5974, -9.0083)
H (-4.9537, -1.1370, 0.3297)
C (-3.3570, 2.2518, -2.5665)
H (-1.8163, 7.3063, -1.7871)
F (-3.4420, 5.5552, -2.5414)
C (-5.3497, -0.5461, 1.1710)
H (-3.1230, -3.2455, -3.7548)
O (-3.3782, 5.5730, -0.2977)
O (-4.9041, 2.8359, 3.3569)
H (-1.7547, -4.3702, -3.7699)
C (1.2494, -3.0079, -4.6023)
C (-0.5741, -2.2930, 4.6193)
C (3.3476, 1.9225, 2.1098)
H (-3.2117, 8.3982, -1.8181)
C (-3.6831, -5.3281, -3.5045)
O (0.1385, 0.1547, -2.3852)
O (4.2396, -3.2387, 3.0934)
H (-4.8608, 2.8545, -4.0512)
H (1.9748, -3.2235, 5.3092)
F (-3.4257, -6.0218, -4.6375)
O (-4.6114, -0.8290, -3.2326)
C (-0.2007, -0.8653, -0.3714)
C (-2.7981, 7.5060, -1.3556)
O (-6.6144, 6.9902, 2.9696)
C (3.5976, -0.4117, -9.4675)
C (-6.9968, 7.4754, 4.1857)
H (-3.9315, -1.6215, 3.0905)
H (0.8737, 4.3969, 2.6420)
O (3.3724, 1.7743, -8.8524)
O (6.6671, -7.3728, 0.3117)
F (-3.8632, 6.6122, 5.0020)
O (2.3400, 0.5166, -2.0811)
H (0.9766, 1.9824, 3.7690)
F (5.2650, -9.1375, 0.1972)
C (-3.7169, 6.3132, -1.4504)
C (-4.2185, 0.2885, -3.2490)
C (3.1534, -2.2011, -5.4230)
C (1.5291, -3.0283, 4.3330)
O (-5.0049, 1.2954, 4.9157)
O (-3.9909, 1.0157, -4.3780)
F (0.8767, -5.2987, 4.4371)
H (-3.2192, 4.0634, 4.8981)
C (2.8029, 3.3610, 2.3386)
C (6.5920, -6.1530, 0.9067)
F (3.0465, -1.3264, -10.3023)
H (2.1014, 0.3183, -8.0707)
O (-6.0107, 7.2764, 5.1225)
F (-0.4691, -2.0841, 0.1566)
O (7.3651, -5.2684, 0.7337)
C (-2.7621, 3.4299, 4.1439)
N (-2.9796, 1.9549, 2.3413)
H (7.9502, -4.1047, 2.4316)
C (0.5429, -4.0907, 3.9295)
O (3.4996, 1.2359, 3.3418)
H (6.3750, -8.7484, 1.8156)
N (-3.8383, 1.2712, 1.4285)
H (-4.5999, 7.3843, 2.7397)
C (-5.1221, 6.3387, 4.5633)
C (-0.9086, 2.4552, 2.9710)
H (4.2472, -2.9724, -3.7110)
C (-2.9287, -5.3041, -1.4041)
C (7.2092, -2.1200, 1.9768)
O (1.7889, -2.4509, -5.7199)
C (0.5862, 2.2523, 2.7777)

Forces on the atoms, in the same order (eV/Å):
H -0.245 0.048 0.216
H 0.390 -0.008 -0.262
C -0.426 -0.840 0.080
O -0.283 0.544 -0.123
H -0.263 -0.018 0.101
H 0.171 -0.116 0.212
O 0.196 -0.195 -0.175
H -0.032 -0.100 0.096
O -0.451 -0.345 0.042
C -0.827 -0.284 -0.353
H 0.108 -0.097 0.173
H 0.030 0.277 0.374
H -0.133 -0.178 0.114
H 0.100 -0.147 -0.118
H -0.004 -0.079 -0.162
O 0.016 0.023 0.081
H -0.185 0.194 0.041
N 0.166 0.136 0.248
F -0.071 0.136 -0.001
H -0.052 0.091 -0.178
H 0.130 0.162 -0.053
H 0.110 -0.122 -0.130
C 0.420 -0.403 -0.036
H 0.176 0.013 -0.389
O -0.081 0.206 0.585
F -0.074 0.094 -0.034
H 0.126 0.191 0.092
O 0.071 0.034 0.012
O -0.202 0.534 0.172
H -0.037 -0.123 0.030
O -0.168 -0.225 -0.081
Br -0.383 -0.355 -0.185
O -0.188 0.238 -0.281
H 0.054 0.022 -0.115
H -0.263 0.021 -0.080
H 0.000 0.033 -0.122
O -0.049 -0.007 -0.028
C 0.288 0.045 -0.259
C 0.470 0.039 -0.319
H -0.066 0.240 0.091
H -0.144 0.215 -0.109
F -0.092 -0.025 -0.028
O -0.251 -0.468 -0.066
O 0.053 0.012 -0.010
H 0.097 0.258 0.059
O 0.016 0.056 0.025
C 0.042 1.732 1.750
O -0.017 0.002 -0.258
H -0.137 -0.277 0.177
C -0.044 -0.294 -0.073
N -0.820 -0.882 1.249
C 0.320 -0.221 0.709
C -0.370 0.030 0.389
C -0.234 -0.203 -0.539
O 0.086 0.456 -0.380
O 0.382 -0.039 -0.033
H 0.127 0.010 0.115
C -0.536 -0.008 -0.346
O -0.079 0.215 -0.290
H -0.208 -0.317 0.005
C 0.046 0.509 -0.274
C -0.213 -0.171 -0.442
H 0.060 0.091 -0.145
C 0.384 -0.124 0.359
H -0.037 -0.139 -0.084
C 0.196 0.340 -0.162
C 0.571 -0.024 0.506
C -0.363 -0.207 -0.305
H -0.012 -0.106 -0.096
H 0.005 0.028 -0.251
H 0.061 -0.106 -0.219
O -0.102 0.169 0.576
H -0.089 -0.248 0.222
C 0.382 -0.038 0.156
C -0.332 0.120 0.341
H -0.299 -0.192 0.273
C 0.033 0.296 0.494
H -0.068 -0.181 -0.024
F -0.112 -0.050 -0.009
C 1.184 0.555 -0.683
H -0.030 0.066 0.238
O -0.251 0.216 0.201
O 1.060 0.247 -1.426
H -0.079 -0.181 -0.045
C -0.223 -0.179 0.032
C -0.086 0.028 0.226
C 0.539 1.276 -0.132
H -0.021 0.094 0.274
C 0.280 -0.303 -0.187
O 0.159 -0.097 0.382
O 0.146 -0.068 -0.084
H 0.050 0.047 -0.104
H -0.133 -0.156 0.013
F -0.081 -0.053 0.035
O 0.128 -0.079 0.075
C 0.066 -0.539 0.049
C 0.051 0.458 -0.136
O 0.140 -0.034 0.508
C -0.132 -0.167 -0.495
C -0.378 0.294 -0.044
H 0.114 0.211 0.007
H 0.308 -0.082 -0.095
O 0.153 -0.298 -0.151
O -0.010 0.156 0.540
F 0.017 -0.227 0.129
O 0.009 -0.092 -0.017
H 0.232 0.292 -0.228
F 0.095 -0.014 0.008
C 0.247 -0.119 -0.375
C -0.015 -0.261 -0.179
C 0.149 -0.176 -0.365
C 0.506 0.153 -0.233
O -0.078 -0.002 -0.524
O -0.353 0.082 0.523
F -0.115 0.006 -0.050
H 0.014 -0.130 -0.165
C -0.188 -0.193 0.197
C 0.101 0.214 -0.190
F 0.082 -0.064 0.042
H 0.113 0.166 0.079
O -0.264 -0.452 -0.423
F 0.014 0.076 0.173
O -0.097 -0.133 -0.116
C 0.631 -0.026 -0.144
N -1.127 -1.275 -1.411
H -0.057 0.131 -0.222
C 0.119 -0.350 0.379
O -0.566 -0.350 -0.610
H -0.008 -0.101 -0.084
N -0.480 0.676 0.731
H 0.062 0.046 0.273
C 0.342 0.545 0.228
C 1.731 0.654 0.544
H -0.193 0.016 0.166
C 0.149 -0.140 0.265
C 0.216 -0.307 -0.499
O 0.047 0.153 0.501
C -1.127 -0.112 0.067

Charge: +1
E_LUMO (eV): -4.28
Orbital gap (eV): 7.51
Calculated total energy (eV): -215067.398
HOMO level (Ha): -0.433

What is the calculated total energy in the fourth record? -215067.398 eV

Please write out number 3 again, unchanged.
Here is a molecular structure, AlBH8O2 from the Open Molecules 2025 dataset. Energies are from the ωB97M-V functional and the def2-TZVPD basis.

CARTESIAN COORDINATES (ANGSTROEM)
H (-3.2073, 14.2360, -7.7706)
O (-2.3625, 16.6343, -6.0784)
H (-4.6186, 14.4887, -8.8134)
O (-7.8792, 14.6064, -5.5646)
Al (-5.0862, 15.5704, -5.9554)
B (-3.5950, 14.7719, -8.6231)
H (-3.6903, 15.8064, -8.3315)
H (-1.7325, 16.5830, -5.3596)
H (-8.5726, 14.1253, -6.0161)
H (-8.3389, 15.1307, -4.9087)
H (-2.9580, 14.5927, -9.4753)
H (-1.9038, 17.1177, -6.7655)

Forces on the atoms, in the same order (eV/Å):
H 4.995 -1.120 4.062
O -1.095 -0.666 -0.164
H -5.205 0.454 -3.799
O 1.414 0.414 0.187
Al 0.163 -0.549 -0.429
B -0.905 1.675 1.342
H -1.487 3.606 2.742
H 0.197 -0.039 0.669
H -0.244 -0.342 -0.580
H -0.279 0.302 0.397
H 2.390 -4.146 -4.006
H 0.056 0.412 -0.420

Charge: +2
E_LUMO (eV): -16.11
Orbital gap (eV): 4.00
Calculated total energy (eV): -11469.125
HOMO level (Ha): -0.739

What did the first record say?
Here is 2 unconnected molecules or ions with the total composition C4H9NO2 from the Open Molecules 2025 dataset. Energies are from the ωB97M-V functional and the def2-TZVPD basis.

CARTESIAN COORDINATES (ANGSTROEM)
H (0.7105, -1.7163, 0.8384)
H (1.6695, 0.5244, 1.9300)
H (-0.1067, -0.8836, -1.2167)
H (-2.2986, -1.4720, -0.1161)
H (-0.4524, -0.7576, 1.7910)
C (0.2391, -0.7322, 0.9354)
H (1.8762, 0.3608, -2.0543)
H (2.4919, -0.0545, -2.0184)
O (1.2882, 2.5470, 0.3773)
H (-2.3736, 0.1739, 0.5614)
O (-0.1343, 1.0596, -0.5612)
C (-2.0028, -0.4288, -0.2749)
H (-2.4677, -0.0673, -1.1958)
C (-0.4941, -0.3169, -0.3604)
N (1.2132, 0.3307, 1.0536)
C (0.8416, 1.4328, 0.3107)

Forces on the atoms, in the same order (eV/Å):
H -0.080 0.183 0.005
H 0.031 -0.006 -0.068
H -0.062 0.108 0.150
H 0.054 0.150 -0.035
H 0.090 0.006 -0.164
C -0.124 -0.096 -0.031
H 0.067 -0.009 -0.038
H -0.038 0.014 -0.002
O -0.168 -0.429 -0.071
H 0.049 -0.099 -0.121
O 0.067 0.087 0.123
C 0.006 0.005 -0.009
H 0.056 -0.071 0.111
C -0.060 -0.216 0.064
N -0.076 0.192 -0.020
C 0.188 0.183 0.106

SMILES string: C[C@@H]1CNC(=O)O1.[H][H]
E_LUMO (eV): 0.82
Orbital gap (eV): 10.90
Calculated total energy (eV): -9878.881
HOMO level (Ha): -0.370

What is the calculated total energy in the first record? -9878.881 eV